39
Properties=species:S:1:pos:R:3:forces:R:3:lowdin_spin:R:1 method="wB97M-V/def2-TZVPD" e_lumo_ev="-7.03 / -10.26" spin_multiplicity=5 relative_energy_kj_mol=0.0 orbital_gap_ev="7.89 / 4.50" total_charge=+2 total_energy_ev=-60637.8784
Pd -0.467732 -1.112900 0.870501 -0.254 -0.131 0.338 1.18
S 1.807171 -1.881638 -0.138394 -0.067 -0.004 -0.250 0.46
C 1.999227 -2.619528 1.386551 0.474 -0.199 0.082 0.05
S 0.675199 -2.551514 2.405359 -0.250 0.096 0.228 0.59
C 3.213478 -3.264145 1.775290 -0.078 0.019 -0.090 0.29
C 3.317446 -3.911108 3.032120 -0.002 0.054 -0.010 0.03
N 3.373671 -4.411106 4.071092 -0.035 0.069 -0.167 0.17
C 4.323608 -3.249185 0.898490 0.108 -0.069 0.052 0.03
N 5.233295 -3.225150 0.187475 -0.175 0.033 0.071 0.18
N -2.367313 -0.699259 2.317965 -0.097 -0.106 -0.070 0.07
N -3.360882 -1.640724 1.991208 0.096 -0.130 -0.066 0.00
C -3.301510 -2.361585 0.837137 -0.055 0.370 0.406 0.01
N -4.328332 -3.130244 0.542517 0.050 -0.085 -0.070 0.00
N -2.183955 -2.174461 0.127740 0.030 -0.399 -0.255 0.08
N -2.076999 -2.712937 -1.159595 -0.495 0.237 -0.249 0.00
O -2.925148 -3.461869 -1.598841 0.205 -0.050 0.240 0.01
O -1.123917 -2.302942 -1.770333 0.432 0.000 -0.066 0.00
H -2.051287 -0.880205 3.267083 0.007 0.026 -0.018 0.00
H -2.768659 0.235288 2.287637 0.035 -0.009 -0.023 0.00
H -4.176206 -1.701718 2.582018 -0.011 0.004 -0.002 0.00
H -5.144974 -3.172086 1.130962 -0.002 0.026 0.006 0.00
H -4.284339 -3.685528 -0.302482 -0.036 0.011 0.021 0.00
C 0.941564 3.014524 0.675102 0.208 -0.005 0.068 0.17
Te 1.331525 0.866292 0.643129 -0.011 -0.049 0.025 0.47
C 0.781039 1.026518 -1.408401 0.085 0.193 -0.065 0.04
C 0.851051 2.494759 -1.756659 -0.002 -0.262 -0.150 0.02
C 0.830521 2.907224 -3.080370 0.007 0.005 -0.060 0.00
C 1.003406 4.250353 -3.384329 -0.015 -0.054 -0.104 0.03
C 1.231087 5.179709 -2.377783 0.028 0.049 0.069 0.00
C 1.266701 4.773138 -1.056791 -0.022 0.033 0.006 0.02
C 1.034014 3.432730 -0.743429 -0.028 0.227 0.165 0.03
H 1.594275 3.543016 1.364817 -0.011 0.026 0.012 0.00
H -0.071549 2.956008 1.084563 -0.054 0.063 -0.016 0.03
H -0.204481 0.576015 -1.541940 -0.065 0.024 -0.004 0.01
H 1.496451 0.428385 -1.971593 0.017 0.011 -0.068 0.01
H 0.706629 2.183452 -3.877345 -0.001 0.025 0.028 0.00
H 0.989622 4.569861 -4.417743 0.003 -0.014 0.007 0.00
H 1.391229 6.220151 -2.626202 -0.005 -0.016 0.008 0.00
H 1.445060 5.492397 -0.266521 -0.012 -0.022 -0.027 0.00